1 | Here is the molecule C2H6N4O2 from OMol25. Energies are from ωB97M-V with the def2-TZVPD basis set.

Multiplicity: 1
SMILES: [H]/N=C(/NO)C(=O)NN

```
14
Properties=species:S:1:pos:R:3:mulliken_charge:R:1
C 0.000 -0.984 0.153 0.476
C -1.022 0.150 -0.147 0.408
H 3.102 0.032 -0.259 0.268
H 1.912 0.351 -1.398 0.217
H 1.769 -1.793 0.090 0.246
H -2.473 -1.042 -0.087 0.299
H -1.325 2.086 -0.550 0.372
H 1.051 1.679 0.577 0.421
N 2.079 0.216 -0.410 -0.634
N 1.350 -0.857 -0.011 -0.007
N -2.239 -0.091 -0.406 -0.682
N -0.493 1.477 -0.353 -0.278
O -0.491 -2.087 0.407 -0.663
O 0.143 1.897 0.825 -0.443
```



2 | Here is the molecule C2H6N4O2 from OMol25. Energies are from ωB97M-V with the def2-TZVPD basis set.

Multiplicity: 1
SMILES: [H]/N=C(\NN)ONC=O

```
14
Properties=species:S:1:pos:R:3:mulliken_charge:R:1
C -0.723 0.558 0.026 0.560
C 1.860 -0.345 -0.524 0.197
H -2.852 -0.838 1.183 0.278
H -2.187 -1.910 -0.334 0.290
H -2.639 1.013 -1.027 0.272
H -1.022 2.487 -0.185 0.223
H 1.633 0.450 1.606 0.332
H 1.109 -0.838 -1.185 0.297
N -2.709 -0.975 -0.050 -0.578
N -1.998 0.112 -0.571 -0.148
N -0.311 1.748 0.168 -0.651
N 1.376 -0.276 0.770 -0.194
O -0.016 -0.519 0.554 -0.319
O 3.095 -0.219 -0.465 -0.558
```



Which of them is most stable? Easy: 1.



1 | Here is a cluster of 2 separate species, C2H6N4O2 in total from OMol25. Energies are from ωB97M-V with the def2-TZVPD basis set.

Multiplicity: 1

```
14
Properties=species:S:1:pos:R:3:mulliken_charge:R:1
C 0.671 0.276 0.182 0.306
C -1.486 -0.755 0.562 0.176
H -1.429 2.229 -0.027 0.357
H 0.998 2.439 0.556 0.280
H 2.741 0.501 -0.276 0.274
H 1.167 -1.451 -0.906 0.437
H -1.507 -0.614 1.868 0.272
H -2.868 -1.542 -1.430 0.303
N 0.229 1.633 0.349 -0.260
N 1.926 -0.064 0.162 -0.067
N -0.161 -0.741 0.034 -0.597
N -2.551 -1.122 -0.109 -0.682
O -0.845 1.795 -0.627 -0.395
O 2.056 -1.375 -0.285 -0.404
```



2 | Here is the molecule C2H6N4O2 from OMol25. Energies are from ωB97M-V with the def2-TZVPD basis set.

Multiplicity: 1
SMILES: [H]/N=C(/NO)N/C=N\O

```
14
Properties=species:S:1:pos:R:3:mulliken_charge:R:1
C 0.795 0.569 -0.006 0.515
C -1.684 0.466 -0.523 0.011
H 2.325 -0.805 0.423 0.382
H 0.308 -1.070 -0.941 0.368
H 1.334 1.554 1.451 0.222
H -0.491 2.065 -0.407 0.195
H -2.454 0.956 -1.118 0.377
H -1.562 -2.013 1.163 0.383
N 1.103 -0.423 -0.927 -0.327
N 1.644 0.798 0.876 -0.751
N -0.481 1.147 -0.191 -0.123
N -1.996 -0.699 -0.061 -0.454
O 2.159 -1.207 -0.458 -0.400
O -0.999 -1.338 0.718 -0.399
```



Which of them is most stable? Easy: 2.



1 | Here is a structure of composition C2H6N4O2 from OMol25. Energies are from ωB97M-V with the def2-TZVPD basis set.

Multiplicity: 1

```
14
Properties=species:S:1:pos:R:3:mulliken_charge:R:1
C -0.271 0.789 -0.331 0.163
C 0.428 -0.769 -0.397 0.616
H -1.800 -1.404 0.101 0.395
H -2.192 -0.309 1.538 0.256
H -2.324 1.542 -0.785 0.276
H 2.211 -1.767 -0.856 0.341
H 2.913 0.184 1.482 0.163
H 1.036 1.604 0.314 0.515
N -2.285 -0.446 0.404 -0.604
N -1.791 0.670 -0.420 -0.148
N 1.762 -0.784 -0.165 -0.113
N 2.453 0.538 0.106 -0.704
O 0.165 1.976 -0.443 -0.434
O -0.304 -1.824 -0.549 -0.720
```



2 | Here is the molecule C2H6N4O2 from OMol25. Energies are from ωB97M-V with the def2-TZVPD basis set.

Multiplicity: 1

```
14
Properties=species:S:1:pos:R:3:mulliken_charge:R:1
N 0.087 -0.133 1.390 0.015
C -0.375 -0.157 -0.702 0.161
C 0.348 -1.135 -0.077 0.350
N -0.496 0.167 -2.041 -0.505
O 0.795 0.766 2.210 -0.443
O -0.414 2.076 0.175 -0.434
N -0.806 0.702 0.339 -0.232
N 0.531 -2.362 -0.108 -0.701
H 0.453 1.635 1.895 0.398
H 0.398 2.052 -0.367 0.357
H -0.412 -0.761 2.025 0.301
H -0.090 -0.526 -2.659 0.253
H -1.458 0.352 -2.312 0.232
H 1.438 -2.675 0.233 0.249
```



Which of them is most stable? Easy: 2.



1 | Here is a cluster of 2 separate species, C2H5ClS in total from OMol25. Energies are from ωB97M-V with the def2-TZVPD basis set.

Multiplicity: 1

```
9
Properties=species:S:1:pos:R:3:mulliken_charge:R:1
C -0.729 0.936 -0.020 -0.829
C 0.289 0.160 0.676 -0.188
S 1.344 -2.186 -1.200 -0.193
Cl 1.626 1.077 0.972 -0.134
H -1.516 1.538 0.594 0.257
H -0.123 1.656 -0.534 0.321
H -1.388 0.401 -0.690 0.245
H 0.225 -0.822 1.221 0.438
H 0.271 -2.760 -1.020 0.082
```



2 | Here is a cluster of 2 separate species, C2H5ClS in total from OMol25. Energies are from ωB97M-V with the def2-TZVPD basis set.

Multiplicity: 1

```
9
Properties=species:S:1:pos:R:3:mulliken_charge:R:1
C -0.809 1.399 0.317 -0.720
C 0.710 -1.517 -0.380 -0.479
S 0.939 0.956 0.235 -0.134
Cl 2.238 -2.208 -0.244 -0.087
H -0.879 2.273 0.958 0.283
H -1.370 0.581 0.760 0.233
H -1.189 1.628 -0.677 0.258
H 0.343 -1.367 -1.382 0.345
H 0.017 -1.746 0.411 0.300
```



Which of them is most stable? Easy: 2.



1 | Here is a cluster of 3 separate species, C3H13NO2 in total from OMol25. Energies are from ωB97M-V with the def2-TZVPD basis set.

Multiplicity: 1
SMILES: CCCN.O.O

```
19
Properties=species:S:1:pos:R:3:mulliken_charge:R:1
C -0.264 -0.848 0.476 -0.394
C 0.361 -2.134 -0.067 -0.447
C -0.311 -2.669 -1.334 -1.036
N 0.315 -0.524 1.792 -0.732
H -1.338 -1.009 0.587 0.457
H -0.038 -0.051 -0.233 0.153
H 0.394 -2.840 0.747 0.393
H 1.402 -1.880 -0.297 0.248
H -0.637 -3.698 -1.249 0.288
H 0.266 -2.506 -2.242 0.287
H -1.181 -2.028 -1.484 0.308
H -0.084 0.367 2.076 0.286
H 1.296 -0.307 1.626 0.237
H -1.393 1.375 -1.468 0.312
H -0.349 1.986 -2.519 0.308
O -0.652 1.963 -1.610 -0.647
H 1.452 3.134 1.121 0.307
H 0.197 3.085 0.237 0.310
O 0.511 3.300 1.116 -0.640
```



2 | Here is a cluster of 3 separate species, C3H13NO2 in total from OMol25. Energies are from ωB97M-V with the def2-TZVPD basis set.

Multiplicity: 1
SMILES: CCNC.O.O

```
19
Properties=species:S:1:pos:R:3:mulliken_charge:R:1
C 1.209 0.080 -0.951 -1.035
C 0.481 1.142 -0.016 -0.341
N -0.907 1.489 -0.556 -0.400
C -1.927 0.392 -0.410 -0.892
H 2.068 -0.452 -0.554 0.385
H 0.496 -0.881 -1.195 0.200
H 1.516 0.489 -1.971 0.276
H 0.433 0.744 1.128 0.261
H 1.179 2.069 0.010 0.284
H -0.829 1.583 -1.576 0.260
H -2.902 0.908 -0.848 0.282
H -2.088 0.014 0.573 0.320
H -1.866 -0.525 -1.032 0.317
H 1.726 -5.896 0.418 0.333
H 1.610 -4.707 1.432 0.317
O 2.263 -5.329 1.104 -0.651
H -0.846 2.737 2.244 0.286
H -0.793 2.762 0.690 0.497
O -0.822 3.383 1.509 -0.700
```



Which of them is most stable? Easy: 1.



1 | Here is a cluster of 3 separate species, C3H13NO2 in total from OMol25. Energies are from ωB97M-V with the def2-TZVPD basis set.

Multiplicity: 1
SMILES: CN(C)C.O.O

```
19
Properties=species:S:1:pos:R:3:mulliken_charge:R:1
C 1.443 0.147 1.860 -0.915
N 0.862 -0.319 0.598 -0.039
C -0.427 0.337 0.331 -0.831
C 1.782 -0.167 -0.573 -1.441
H 2.511 0.311 1.710 0.344
H 1.381 -0.638 2.613 0.283
H 1.051 1.098 2.224 0.321
H -0.663 0.641 -0.679 0.421
H -1.205 -0.306 0.732 0.123
H -0.550 1.262 0.917 0.327
H 2.572 0.588 -0.403 0.414
H 1.304 0.405 -1.353 0.631
H 2.277 -1.124 -0.615 0.284
H 0.635 -1.371 -3.589 0.297
H 0.326 -1.249 -2.022 0.358
O 0.178 -0.884 -2.896 -0.630
H -3.660 -0.032 0.800 0.332
H -2.675 0.811 1.474 0.359
O -3.470 0.910 0.936 -0.639
```



2 | Here is a cluster of 3 separate species, C3H13NO2 in total from OMol25. Energies are from ωB97M-V with the def2-TZVPD basis set.

Multiplicity: 1
SMILES: CN(C)C.O.O

```
19
Properties=species:S:1:pos:R:3:mulliken_charge:R:1
C -0.161 0.251 2.278 -1.064
N -1.059 -0.556 1.485 0.196
C -0.612 -1.880 1.162 -0.989
C -2.460 -0.266 1.750 -0.967
H 0.261 -0.239 3.153 0.349
H -0.421 1.256 2.587 0.358
H 0.751 0.408 1.664 0.311
H -0.980 -2.699 1.817 0.293
H -1.001 -2.162 0.177 0.307
H 0.458 -1.948 1.064 0.319
H -2.983 -0.837 2.529 0.285
H -3.005 -0.267 0.815 0.325
H -2.495 0.832 2.038 0.280
H 3.675 0.578 -2.506 0.309
H 4.271 0.066 -3.702 0.314
O 3.961 0.919 -3.365 -0.624
H -1.210 1.311 -2.589 0.313
H -0.101 1.127 -1.585 0.322
O -0.248 1.318 -2.521 -0.639
```



3 | Here is a cluster of 3 separate species, C3H13NO2 in total from OMol25. Energies are from ωB97M-V with the def2-TZVPD basis set.

Multiplicity: 1
SMILES: CC(C)N.O.O

```
19
Properties=species:S:1:pos:R:3:mulliken_charge:R:1
C 2.187 -0.596 0.370 -1.287
C 1.051 0.252 0.973 0.466
C 1.079 1.672 0.456 -1.465
N -0.285 -0.349 0.767 -0.571
H 1.863 -1.217 -0.448 0.351
H 3.031 0.063 0.158 0.335
H 2.583 -1.293 1.123 0.335
H 1.140 0.278 2.022 0.290
H 0.206 2.213 0.814 0.374
H 1.958 2.163 0.883 0.400
H 1.228 1.695 -0.624 0.351
H -0.202 -1.347 0.906 0.207
H -0.624 -0.289 -0.192 0.264
H -2.119 -0.881 -1.961 0.320
H -2.101 -2.406 -1.784 0.308
O -1.906 -1.712 -2.418 -0.642
H -3.051 1.231 -0.795 0.318
H -2.971 0.232 0.352 0.314
O -3.066 0.291 -0.601 -0.668
```



Which of them is most stable? Easy: 3.



1 | Here is a cluster of 3 separate species, C3H13NO2 in total from OMol25. Energies are from ωB97M-V with the def2-TZVPD basis set.

Multiplicity: 1
SMILES: CCNC.O.O

```
19
Properties=species:S:1:pos:R:3:mulliken_charge:R:1
C 1.403 1.483 -1.128 -1.030
C 1.939 0.490 -0.120 -0.274
N 0.861 -0.375 0.385 -0.366
C 1.312 -1.662 0.927 -1.034
H 0.318 1.463 -1.129 0.240
H 1.767 1.237 -2.122 0.281
H 1.689 2.515 -0.952 0.304
H 2.399 0.960 0.756 0.299
H 2.739 -0.132 -0.526 0.295
H 0.225 -0.565 -0.379 0.181
H 1.762 -1.506 1.897 0.338
H 0.436 -2.284 1.072 0.336
H 1.991 -2.198 0.253 0.395
H -2.009 0.172 -1.776 0.306
H -3.008 1.155 -1.173 0.335
O -2.894 0.228 -1.405 -0.651
H -1.100 -0.228 1.361 0.406
H -2.436 -0.555 0.699 0.319
O -2.055 -0.156 1.491 -0.680
```



2 | Here is a cluster of 3 separate species, C3H13NO2 in total from OMol25. Energies are from ωB97M-V with the def2-TZVPD basis set.

Multiplicity: 1
SMILES: CN(C)C.O.O

```
19
Properties=species:S:1:pos:R:3:mulliken_charge:R:1
C 0.271 0.295 -0.527 -1.168
N 0.114 -1.025 0.030 0.032
C 0.697 -1.119 1.354 -1.071
C 0.656 -2.048 -0.849 -0.983
H -0.198 1.040 0.115 0.324
H 1.327 0.587 -0.621 0.428
H -0.176 0.390 -1.514 0.405
H 0.560 -2.117 1.763 0.352
H 0.234 -0.398 2.032 0.314
H 1.768 -0.919 1.373 0.404
H 0.347 -3.023 -0.497 0.311
H 0.270 -1.912 -1.852 0.322
H 1.755 -1.964 -0.938 0.322
H 0.616 3.372 -0.608 0.339
H 1.904 4.214 -0.610 0.316
O 0.996 4.188 -0.943 -0.650
H -2.932 -1.078 1.717 0.297
H -1.878 -1.228 0.593 0.374
O -2.720 -0.788 0.824 -0.669
```



Which of them is most stable? Easy: 1.



1 | Here is a cluster of 2 separate species, ClHN2O2 in total from OMol25. Energies are from ωB97M-V with the def2-TZVPD basis set.

Multiplicity: 1

```
6
Properties=species:S:1:pos:R:3:mulliken_charge:R:1
N -0.659 -0.041 -0.679 -0.226
N -2.786 0.114 1.527 0.767
O -3.797 0.679 1.708 -0.416
O -2.267 -0.866 1.915 -0.364
Cl -0.313 1.032 -1.931 -0.024
H 0.265 -0.541 -0.440 0.262
```



2 | Here is the molecule ClHN2O2 from OMol25. Energies are from ωB97M-V with the def2-TZVPD basis set.

Multiplicity: 1
SMILES: O=[N+]([O-])NCl

```
6
Properties=species:S:1:pos:R:3:mulliken_charge:R:1
N -0.197 0.572 -0.320 -0.369
N -0.155 -0.657 0.451 1.110
O -0.134 -0.382 1.650 -0.559
O -0.039 -1.709 -0.073 -0.512
Cl 0.463 0.757 -1.882 -0.001
H 0.061 1.419 0.174 0.331
```



Which of them is most stable? Easy: 2.